71
Properties=species:S:1:pos:R:3:forces:R:3 method="wB97M-V/def2-TZVPD" charge=+1 orbital_gap_ev=7.578 e_above_lowest_kj_mol=125.51 lumo_energy_ha=-0.12433
Y 1.0557 -0.3429 0.3610 -1.111 1.354 -1.151
N 2.6977 1.6127 0.6883 0.304 0.046 0.265
C 3.2303 2.4387 -0.4020 -0.330 0.160 -0.260
C 2.1028 2.7912 -1.3797 0.328 -0.068 0.262
N 1.3452 1.6023 -1.8002 -0.491 0.168 -0.004
C 1.9009 0.9677 -3.0036 0.282 -0.259 -0.035
C 3.1184 0.0904 -2.6775 -0.375 0.295 -0.171
N 2.8478 -0.6921 -1.4687 0.323 -0.275 -0.162
H 3.4473 1.0172 1.0576 -0.166 0.150 0.040
H 2.4097 2.2121 1.4634 0.025 -0.273 -0.122
H 3.6793 3.3743 -0.0413 -0.008 -0.226 -0.061
H 4.0099 1.8757 -0.9138 0.004 0.069 0.112
H 1.4170 3.4743 -0.8725 -0.017 0.012 -0.068
H 2.5325 3.3118 -2.2462 -0.125 0.052 0.086
H 0.4083 1.9118 -2.0476 0.110 -0.008 0.021
H 1.1205 0.3380 -3.4355 0.004 0.072 -0.003
H 2.1923 1.7139 -3.7542 -0.125 -0.018 0.010
H 3.3157 -0.5532 -3.5402 0.037 0.069 0.085
H 4.0076 0.7120 -2.5433 -0.098 -0.125 -0.036
H 2.8276 -1.6884 -1.6871 0.058 0.280 0.161
H 3.6344 -0.6275 -0.8029 -0.153 -0.162 -0.101
S -5.4987 0.7169 -4.5576 0.682 -0.184 0.695
N -5.4267 1.0113 -2.9744 -0.339 0.308 0.471
C -4.2802 0.5443 -2.5012 -0.261 -0.191 -1.203
C -3.8397 0.5351 -1.1398 0.294 0.024 0.625
C -4.6602 0.9298 -0.0776 0.262 -0.101 -0.054
C -4.1900 0.7774 1.2071 0.039 -0.017 -0.166
C -2.8935 0.2930 1.3858 -0.065 0.081 -0.003
N -2.0806 -0.0178 0.3968 -0.104 0.065 -0.648
C -2.5449 0.0464 -0.8548 -0.893 0.478 0.395
C -1.7231 -0.5466 -1.8977 -0.004 -0.224 -0.822
N -0.5340 -1.0809 -1.5501 -0.029 -0.142 -0.137
C 0.0707 -1.8659 -2.4328 0.044 -0.116 -0.194
C -0.3949 -2.0929 -3.7265 -0.076 0.028 -0.008
C -1.5450 -1.4575 -4.1385 0.175 0.050 0.353
C -2.2397 -0.6835 -3.2060 0.795 -0.234 0.262
C -3.4917 -0.0674 -3.5179 -1.144 0.548 -0.085
N -4.0789 -0.0285 -4.7062 0.412 -0.280 -0.396
H -5.6481 1.3065 -0.2942 -0.094 0.039 0.028
H -4.7993 1.0247 2.0619 -0.047 -0.002 0.072
H -2.5030 0.1411 2.3818 0.034 0.066 0.132
H 0.9723 -2.3571 -2.0907 0.001 0.001 -0.007
H 0.1489 -2.7522 -4.3835 0.069 -0.060 -0.049
H -1.9476 -1.5615 -5.1338 0.000 -0.060 -0.120
N -0.0629 -0.5315 3.6992 0.209 -0.142 0.478
C -0.1599 0.7684 3.2866 -0.056 0.559 -0.214
C -0.3322 1.7507 4.2869 -0.029 0.029 -0.119
C -0.5744 3.0524 3.9280 0.055 -0.306 -0.160
C -0.6456 3.3725 2.5708 0.085 -0.070 -0.231
C -0.3875 2.3771 1.6589 -0.147 0.183 0.155
N -0.1250 1.1025 1.9863 0.366 -0.152 0.771
C -0.0320 -1.7245 2.9916 -0.328 -0.590 -0.059
C 0.3352 -2.8870 3.6831 -0.082 0.148 -0.105
C 0.2059 -4.1052 3.0534 -0.131 0.351 -0.095
C -0.3078 -4.1397 1.7607 -0.105 0.117 -0.094
C -0.5802 -2.9439 1.1349 -0.259 -0.419 0.239
N -0.4327 -1.7462 1.7171 0.285 -0.193 0.755
H 0.1828 -0.6400 4.6761 -0.082 0.056 -0.254
H -0.2872 1.4656 5.3265 -0.036 -0.069 0.103
H -0.7216 3.8141 4.6770 -0.016 0.039 0.117
H -0.8763 4.3707 2.2408 0.004 0.127 -0.065
H -0.4082 2.5842 0.5944 0.040 0.058 -0.040
H 0.7396 -2.8158 4.6812 0.007 0.004 0.100
H 0.4861 -5.0143 3.5606 0.071 -0.072 0.058
H -0.4571 -5.0723 1.2440 -0.007 -0.092 -0.088
H -0.9503 -2.9215 0.1167 0.097 -0.017 0.002
O 3.5641 -2.8291 2.6661 0.280 -1.404 1.239
Se 3.1099 -1.7562 1.6269 1.194 -0.544 0.480
O 2.2112 -0.5367 2.3007 -0.397 0.366 -0.141
O 2.0350 -2.3311 0.4845 -0.171 -0.028 -0.222
O 4.2972 -1.0187 0.8397 0.928 0.669 -0.616



19
Properties=species:S:1:pos:R:3:forces:R:3 method="wB97M-V/def2-TZVPD" charge=-1 orbital_gap_ev=5.915 e_above_lowest_kj_mol=255.73 lumo_energy_ha=0.12881
C 1.5263 0.1474 -0.0106 0.229 0.417 -0.390
O 1.0340 1.1353 0.7631 0.521 0.600 -0.143
C 1.9274 -1.0299 0.8647 1.755 0.193 0.238
N 2.5025 -2.1582 0.1243 1.504 -1.035 -0.246
H 0.8032 -0.2355 -0.7961 0.409 0.044 0.389
H 2.4495 0.4591 -0.6197 -0.329 -0.289 0.240
H 2.6222 -0.6659 1.6833 -0.671 -0.087 -0.748
H 1.0470 -1.3848 1.3378 -0.961 -0.366 0.586
H 3.3578 -1.8792 -0.4251 -1.246 -0.219 0.939
H 2.8085 -2.9103 0.7866 -0.293 0.987 -0.881
C -1.5406 0.6377 0.7552 -0.529 -0.452 -0.589
S -2.0000 -0.0872 -0.8860 0.060 -0.379 0.706
C -2.9358 1.2605 -1.6106 -0.013 1.899 3.822
H -2.5026 0.8952 1.2395 0.487 0.367 -0.151
H -0.7117 1.4022 0.5506 -0.901 -0.924 0.798
H -1.1235 -0.2067 1.3497 -0.027 0.728 -0.552
H -2.9003 1.0427 -2.6174 -0.264 0.122 -2.310
H -3.9923 1.3490 -1.1855 1.241 -0.186 -0.743
H -2.3715 2.2290 -1.3039 -0.974 -1.419 -0.965



73
Properties=species:S:1:pos:R:3:forces:R:3 method="wB97M-V/def2-TZVPD" charge=-1 orbital_gap_ev="7.334 / 6.219" e_above_lowest_kj_mol=0.00 multiplicity=2 lumo_energy_ha="0.08397 / 0.04270"
Mg 1.8779 -0.5863 -0.6912 -0.015 0.103 0.010
C 5.0626 0.4396 2.0414 0.012 -0.024 -0.019
C 4.3717 -0.4127 1.1750 0.058 -0.062 -0.024
N 3.1950 0.1090 0.8503 -0.005 -0.056 0.025
N 3.1050 1.2941 1.4921 0.089 0.051 0.071
C 4.2142 1.5120 2.2170 -0.007 0.027 0.017
B 1.7830 2.0773 1.4905 -0.090 0.095 -0.031
N 0.7188 1.1821 2.1399 0.028 0.001 -0.031
C 0.9107 0.2270 3.0794 0.002 -0.100 -0.028
C -0.3185 -0.1146 3.5892 0.024 0.037 0.072
C -1.2179 0.7181 2.9003 0.012 -0.032 -0.078
N -0.5893 1.4957 2.0329 -0.079 0.035 0.041
N 1.3761 2.4315 0.0494 -0.091 0.129 0.041
C 1.0409 3.6255 -0.4632 -0.031 -0.030 -0.066
C 0.7703 3.4587 -1.8067 0.008 -0.030 0.010
C 0.9715 2.0947 -2.0334 -0.046 0.090 0.003
N 1.3267 1.4858 -0.9088 0.054 -0.175 -0.050
N 1.9275 3.3599 2.3116 0.013 -0.050 0.059
C 1.2630 3.6906 3.4429 -0.008 -0.001 -0.087
C 1.7202 4.9198 3.8513 -0.006 0.036 0.048
C 2.6856 5.2640 2.8877 0.035 0.027 0.018
N 2.8096 4.3238 1.9663 0.007 -0.008 -0.006
H 6.0399 0.2998 2.4673 0.006 -0.010 0.000
H 4.6539 -1.3737 0.7743 0.008 0.004 -0.007
H 4.3222 2.4171 2.7908 -0.014 -0.021 -0.008
H 1.8974 -0.1496 3.2967 -0.003 -0.001 -0.002
H -0.5387 -0.8696 4.3233 0.001 0.006 0.019
H -2.2923 0.7624 2.9817 -0.025 -0.005 -0.006
H 1.0372 4.5049 0.1566 0.001 -0.006 -0.013
H 0.4728 4.2104 -2.5159 0.004 0.007 -0.004
H 0.8802 1.5254 -2.9456 -0.018 -0.006 0.003
H 0.5074 3.0413 3.8528 0.005 -0.009 0.013
H 1.4003 5.4853 4.7093 0.006 -0.001 0.005
H 3.2951 6.1523 2.8283 0.001 0.009 -0.001
Se 2.2441 -3.1429 -0.1151 0.017 -0.037 0.006
Sb 3.2319 -3.1763 -2.3721 -0.083 -0.005 0.027
Se 2.8893 -0.8362 -3.0716 0.038 0.023 -0.036
Se 5.4735 -4.0856 -2.6020 0.070 -0.019 0.007
Se 2.5559 -4.9788 -3.8745 0.016 0.003 -0.010
C -1.4705 -4.5769 -4.0814 -0.010 0.007 -0.019
C -0.6468 -3.4940 -4.3525 -0.006 0.008 0.000
C -0.4969 -2.4852 -3.4137 0.002 -0.010 0.020
C -1.1762 -2.5422 -2.1971 -0.023 -0.028 -0.017
C -2.0102 -3.6269 -1.9374 0.032 0.034 0.010
C -2.1507 -4.6406 -2.8750 -0.020 0.006 0.005
P -0.9155 -1.1623 -1.0292 -0.012 -0.061 0.022
C -2.0185 0.1379 -1.6941 0.009 0.046 -0.007
C -2.0574 1.3557 -1.0119 0.004 -0.018 -0.020
C -2.8725 2.3826 -1.4607 0.017 0.016 -0.001
C -3.6390 2.2172 -2.6067 -0.010 -0.003 -0.008
C -3.5987 1.0130 -3.2936 -0.010 0.010 0.005
C -2.7976 -0.0254 -2.8364 0.017 -0.049 0.014
C -1.8404 -1.7194 0.4509 -0.056 0.035 -0.001
C -1.2128 -2.6061 1.3241 0.041 0.013 -0.047
C -1.8805 -3.0870 2.4394 -0.004 -0.017 0.020
C -3.1787 -2.6762 2.7064 -0.001 0.004 0.001
C -3.8079 -1.7860 1.8475 0.005 -0.001 0.006
C -3.1446 -1.3134 0.7239 -0.006 0.000 -0.007
H -1.5668 -5.3778 -4.8035 -0.001 -0.002 0.001
H -0.0909 -3.4483 -5.2793 0.006 0.008 0.002
H 0.1772 -1.6617 -3.6182 0.013 0.002 -0.009
H -2.5464 -3.6904 -1.0000 0.003 0.004 0.033
H -2.7914 -5.4859 -2.6558 0.007 -0.004 0.002
H -1.4616 1.4980 -0.1165 0.024 0.019 -0.001
H -2.8934 3.3200 -0.9190 0.004 0.002 0.003
H -4.2644 3.0259 -2.9644 -0.002 0.000 0.000
H -4.1955 0.8754 -4.1866 -0.001 -0.001 -0.004
H -2.7832 -0.9679 -3.3696 0.008 0.028 -0.009
H -0.1987 -2.9284 1.1180 -0.016 -0.020 0.009
H -1.3792 -3.7791 3.1045 0.000 -0.001 -0.001
H -3.6990 -3.0472 3.5808 0.004 -0.002 0.002
H -4.8209 -1.4595 2.0493 -0.001 0.000 -0.003
H -3.6449 -0.6201 0.0596 -0.007 -0.020 0.011